The following is a quantum chemistry calculation of C40H42IrN7O4PS2 as an isolated structure at a distorted geometry, from OMol25.

XYZ file:
```
97
Properties=species:S:1:pos:R:3:mulliken_spin:R:1
Ir -0.8160 0.5469 -0.5838 0.799
O -1.9344 3.4384 -2.8542 0.002
C -1.0484 2.6294 -2.7647 -0.003
O -0.4931 2.2399 -1.6029 -0.020
C -0.3995 2.0471 -3.9775 -0.009
C -0.3222 2.8143 -5.1340 0.002
C 0.3568 2.3395 -6.2430 -0.001
C 0.9699 1.0918 -6.2041 0.000
C 0.8708 0.3083 -5.0662 0.003
C 0.1752 0.7795 -3.9494 -0.020
P 0.1128 -0.3046 -2.5064 -0.007
C -0.3979 -1.9331 -3.0953 -0.005
C -0.9943 -2.1241 -4.3360 0.002
C -1.3678 -3.4026 -4.7386 0.000
C -1.1607 -4.4875 -3.9040 0.001
C -0.6018 -4.2959 -2.6439 -0.001
C -0.2356 -3.0228 -2.2389 0.003
C 1.8786 -0.3841 -2.0507 0.087
C 2.3797 0.7646 -1.4152 0.012
C 3.7292 0.8754 -1.1118 0.002
C 4.5920 -0.1591 -1.4302 0.007
C 4.0987 -1.2925 -2.0670 0.003
C 2.7464 -1.4125 -2.3831 0.012
H -0.8020 3.7842 -5.1413 0.000
H 0.4179 2.9437 -7.1390 0.000
H 1.5216 0.7265 -7.0611 0.000
H 1.3508 -0.6636 -5.0445 0.000
H -1.1689 -1.2834 -4.9939 0.000
H -1.8233 -3.5462 -5.7099 0.000
H -1.4431 -5.4814 -4.2277 0.000
H -0.4614 -5.1466 -1.9848 0.000
H 0.1881 -2.8576 -1.2572 0.004
H 1.7076 1.5821 -1.1788 0.014
H 4.1021 1.7709 -0.6319 0.001
H 5.6473 -0.0853 -1.1948 0.001
H 4.7862 -2.0913 -2.3293 0.000
H 2.3845 -2.3050 -2.8820 -0.001
C 0.5419 -5.9631 1.1748 0.000
O 1.8074 -5.6906 0.4774 0.000
C 2.2009 -4.4847 0.3788 0.000
S 3.5419 -3.8461 -0.2951 -0.001
S 1.6367 -3.0178 0.8533 0.002
H 0.4939 -7.0402 1.2652 0.000
H -0.2817 -5.5892 0.5714 0.000
H 0.5599 -5.4950 2.1571 0.000
C -3.5998 1.9903 -0.7426 -0.003
N -2.5954 1.5155 0.2892 0.105
C -3.3758 0.7563 1.3335 -0.013
N -4.4097 1.5591 1.9318 0.005
C -5.3338 2.0127 0.8798 0.003
N -4.6282 2.7970 -0.1339 0.000
C -4.0198 3.9666 0.5095 -0.003
N -3.0790 3.5559 1.5700 0.014
C -2.0359 2.7591 0.9757 -0.005
C -3.8107 2.7480 2.5566 0.006
H -4.0467 1.1048 -1.1964 -0.001
H -3.0768 2.5669 -1.4915 0.004
H -2.6947 0.4334 2.1126 -0.002
H -3.8196 -0.1157 0.8502 0.005
H -6.1075 2.6263 1.3364 0.000
H -5.7982 1.1462 0.4072 0.000
H -4.8030 4.5751 0.9566 0.000
H -3.4903 4.5541 -0.2397 0.000
H -1.3481 2.4317 1.7610 0.004
H -1.4977 3.3343 0.2281 -0.010
H -4.6079 3.3543 2.9814 0.000
H -3.1391 2.4442 3.3598 -0.001
C 5.9055 0.3287 2.7517 0.000
C 4.4880 0.7376 3.0895 0.000
C 3.9166 1.8981 2.5828 0.000
C 2.6330 2.2932 2.9478 0.000
C 1.8961 1.5303 3.8407 0.000
N 0.6117 2.0255 4.2344 0.000
C -0.4984 1.3971 4.6948 0.000
O -1.4497 1.9756 5.1574 0.000
N -0.5034 -0.0388 4.6247 0.001
C -0.7501 -0.7089 3.4445 0.002
C -1.4083 -1.9411 3.4711 -0.001
C -1.7270 -2.5730 2.2861 0.000
C -1.4133 -1.9636 1.0787 0.007
N -0.7668 -0.7852 1.0447 -0.006
C -0.4078 -0.1885 2.1909 -0.024
C 2.4423 0.3574 4.3444 0.000
C 3.7213 -0.0256 3.9621 0.000
H 6.4095 1.0906 2.1582 0.000
H 5.9253 -0.6094 2.1925 0.000
H 6.4897 0.1745 3.6597 0.000
H 4.4869 2.5250 1.9055 0.000
H 2.2153 3.2151 2.5545 0.000
H 0.5037 3.0298 4.2420 0.000
H -1.0301 -0.4082 5.4043 0.000
H -1.6771 -2.3881 4.4228 0.000
H -2.2587 -3.5172 2.2911 0.000
H -1.6864 -2.3949 0.1250 0.000
H 0.1577 0.7292 2.0951 0.023
H 1.8960 -0.2328 5.0668 0.000
H 4.1491 -0.9251 4.3950 0.000
```

## Properties
spin multiplicity	2
lowest unoccupied orbital energy (spin up / spin down)	-9.10 / -9.10	eV
charge	+2
energy relative to the best compared isomer or geometry (same formula, charge and spin)	447.7	kJ/mol

***

The following is a quantum chemistry calculation of C40H42MgN7 as an isolated structure, from OMol25.

XYZ file:
```
90
Properties=species:S:1:pos:R:3:lowdin_charge:R:1
Mg 0.2326 -0.2151 -0.1119 0.692
C 3.1831 0.3901 2.6738 -0.197
C 1.9445 0.0142 3.4951 -0.158
C 0.6020 -0.0005 2.7367 -0.215
N 0.5195 1.0368 1.7155 0.033
C 0.6644 2.2630 2.0776 -0.247
C 0.4645 2.6889 3.4644 -0.002
C 0.8844 3.7792 4.1311 -0.070
C 1.6694 4.8881 3.6716 -0.101
C 1.9548 5.1772 2.3871 -0.087
C 1.5717 4.4720 1.2003 -0.012
C 0.9856 3.2573 1.0279 -0.192
N 0.8207 2.7489 -0.2515 0.122
C 0.2057 3.4136 -1.1343 -0.145
C 0.0675 2.9428 -2.5437 -0.146
C -0.0417 1.4129 -2.7366 -0.217
N 0.8443 0.5915 -1.9408 -0.041
C 2.1266 0.5173 -2.2450 -0.246
C 2.7441 1.2466 -3.2871 -0.039
C 4.0341 1.2079 -3.8185 -0.126
C 5.0736 0.3328 -3.6087 -0.150
C 4.9953 -0.7888 -2.7649 -0.117
C 4.0563 -1.1222 -1.8341 -0.040
C 2.9192 -0.3785 -1.3289 -0.231
N 2.4231 -0.5315 -0.1444 0.040
C 3.0110 -1.4478 0.8256 -0.208
C 3.8468 -0.7339 1.8860 -0.178
H 2.9511 1.2142 1.9975 0.099
H 3.9324 0.7807 3.3698 0.106
H 2.0755 -0.9819 3.9325 0.117
H 1.8729 0.7028 4.3399 0.093
H 0.5080 -0.9550 2.2268 0.046
H -0.2402 0.0230 3.4381 0.124
H -0.1339 1.9882 4.0346 0.112
H 0.5925 3.8269 5.1754 0.104
H 2.0243 5.5703 4.4347 0.095
H 2.5296 6.0779 2.2000 0.100
H 1.8587 4.9653 0.2786 0.108
H -2.0628 2.8821 -0.5733 0.096
H -0.2357 4.3886 -0.8881 0.131
H -0.8276 3.4039 -2.9705 0.111
H 0.9107 3.3721 -3.0934 0.100
H -1.0613 1.1282 -2.4646 0.104
H 0.0710 1.2059 -3.8101 0.117
H 2.1113 1.9734 -3.7691 0.064
H 4.2175 1.9754 -4.5670 0.093
H 5.9726 0.4583 -4.1989 0.078
H 5.8040 -1.5088 -2.8648 0.096
H 4.2125 -2.0762 -1.3499 0.092
H 2.1894 -2.0092 1.2776 0.098
H 3.6548 -2.2016 0.3735 0.098
H 4.2062 -1.4966 2.5869 0.111
H 4.7370 -0.3224 1.3978 0.110
C -3.3877 2.9607 1.1005 -0.093
C -2.2068 2.3573 0.4008 -0.256
N -2.2100 0.9160 0.1921 0.031
C -3.4070 0.3255 0.2296 -0.206
C -4.6049 0.9200 0.7313 -0.191
C -4.5150 2.2699 1.2387 -0.087
C -5.8101 0.2107 0.8358 -0.084
C -5.9465 -1.0888 0.4435 -0.095
C -4.8121 -1.7286 -0.1170 -0.180
C -4.8694 -3.0597 -0.5783 -0.044
C -3.7654 -3.6396 -1.1327 -0.064
C -2.5934 -2.8731 -1.2427 -0.138
N -2.5076 -1.6301 -0.8314 0.121
C -3.5734 -1.0503 -0.2494 -0.156
H -3.3044 3.9829 1.4584 0.087
H -1.3307 2.6239 0.9888 0.059
H -5.3828 2.7031 1.7290 0.098
H -6.6592 0.7373 1.2650 0.099
H -6.8824 -1.6265 0.5315 0.088
H -5.8019 -3.6053 -0.4753 0.104
H -3.7719 -4.6644 -1.4822 0.094
H -1.6966 -3.3161 -1.6619 0.092
C -0.8248 -2.8714 2.2802 -0.060
C -0.0591 -3.2309 1.0381 -0.412
C 0.3480 -4.5071 0.6940 -0.099
C 0.8184 -4.4271 -0.6340 -0.102
C 0.6633 -3.1093 -1.0288 -0.415
C 0.8202 -2.6152 -2.4356 -0.048
N 0.1462 -2.3557 -0.0001 -0.013
H -1.3945 -3.7398 2.6163 0.073
H -1.5429 -2.0707 2.0767 0.073
H -0.2041 -2.5637 3.1276 0.053
H 0.2451 -5.3899 1.3094 0.079
H 1.1564 -5.2339 -1.2698 0.080
H 0.7822 -3.4730 -3.1112 0.075
H 1.7576 -2.0973 -2.6365 0.047
H 0.0055 -1.9429 -2.7138 0.066
```

## Properties
lowest unoccupied orbital energy	1.67	eV
charge	-1

***

The following is a quantum chemistry calculation of C40H43Cl3GeN5OS2W as an isolated structure, from OMol25.

XYZ file:
```
96
Properties=species:S:1:pos:R:3:mulliken_spin:R:1
W 0.4261 -0.3207 -0.1740 0.091
C 3.0987 3.6175 2.4886 0.002
C 2.5455 3.2335 1.1143 0.077
C 3.3029 3.9650 0.0089 0.012
C 1.0686 3.5288 1.0108 -0.075
C 0.4239 4.7713 1.4804 0.008
C -0.5729 5.6640 0.8592 0.003
C -1.7759 5.3422 0.3803 -0.001
C -2.2156 3.9883 0.1797 0.009
C -3.6335 3.6882 -0.2182 0.000
C -4.7255 1.3841 -0.9373 0.000
C -4.0273 4.3351 -1.5467 0.000
C -0.1435 2.6604 0.9420 -0.025
N 0.0653 1.2133 1.2778 -0.029
C 0.0106 0.9265 2.5478 -0.012
C 0.0494 -0.3296 3.2017 0.005
C 0.0887 -0.2247 4.6136 0.000
C 0.0134 -1.3242 5.4234 -0.002
C -0.1514 -2.5724 4.8184 0.001
C -0.2147 -2.7050 3.4488 -0.002
C -0.0812 -1.5977 2.5911 0.000
N -0.1538 -1.7629 1.1989 -0.024
C -0.7296 -3.0815 0.8441 -0.006
C 0.0266 -4.2794 0.7072 0.004
C -0.7140 -5.4612 0.5875 0.002
C -2.0922 -5.5202 0.6488 0.001
C -2.7938 -4.3484 0.8007 0.000
C -2.1371 -3.1258 0.8897 -0.003
C -3.0304 -1.9071 1.0714 0.001
C -4.0666 -1.8592 -0.0541 0.001
C -3.7103 -1.9204 2.4473 -0.001
C 1.5450 -4.5620 0.7202 0.000
C 2.3126 -4.0439 -0.5018 0.003
C 2.2435 -4.2311 2.0375 0.000
H 4.1295 3.2732 2.5685 0.000
H 2.5221 3.1670 3.2961 0.000
H 3.1109 4.6979 2.6325 0.000
H 2.6651 2.1497 1.0171 -0.030
H 3.2346 5.0421 0.1694 -0.001
H 2.9052 3.7600 -0.9855 -0.002
H 4.3589 3.6948 0.0250 0.000
H 1.0847 5.3293 2.1367 0.001
H -0.3121 6.7142 0.9176 0.000
H -2.4500 6.1355 0.0864 0.000
H -4.2889 4.0536 0.5791 0.000
H -4.4262 0.4767 -1.4455 0.000
H -5.5449 1.9276 -1.3886 0.000
H -4.3170 0.6104 0.9415 -0.001
H -3.4219 3.9442 -2.3659 0.000
H -3.8981 5.4152 -1.5103 0.000
H -5.0751 4.1396 -1.7661 0.000
H -0.0804 1.7777 3.2141 -0.001
H 0.1716 0.7629 5.0489 0.000
H 0.0508 -1.2245 6.4980 0.000
H -0.2411 -3.4609 5.4297 0.000
H -0.3644 -3.6863 3.0335 -0.001
H -0.1711 -6.3886 0.4662 0.000
H -2.6036 -6.4705 0.5854 0.000
H -3.8727 -4.3841 0.8672 0.000
H -2.4182 -1.0036 1.0143 -0.001
H -4.5864 -2.8084 -0.1693 0.000
H -3.6145 -1.6296 -1.0214 -0.001
H -4.8377 -1.1147 0.1401 0.000
H -4.3544 -2.7927 2.5605 0.000
H -4.3349 -1.0348 2.5801 0.000
H -2.9754 -1.9401 3.2518 0.000
H 1.5888 -5.6473 0.6350 0.000
H 2.3278 -2.9589 -0.4835 -0.003
H 1.8608 -4.3902 -1.4313 0.000
H 3.3396 -4.4085 -0.4630 0.000
H 2.2624 -3.1642 2.2523 -0.001
H 3.2763 -4.5798 1.9942 0.000
H 1.7647 -4.7361 2.8761 0.000
S 2.4140 -0.9041 0.8783 -0.026
C 3.7973 -0.1764 0.0944 0.095
C 5.0719 -0.5434 0.4849 -0.032
C 6.1752 -0.0004 -0.1732 0.165
C 6.0259 0.9154 -1.2229 -0.034
C 4.7712 1.2973 -1.6152 0.104
C 3.6287 0.7531 -0.9556 0.069
S 2.0910 1.2534 -1.3934 0.511
H 5.2156 -1.2543 1.2875 0.002
H 7.1682 -0.3004 0.1337 0.004
H 6.9002 1.3125 -1.7188 0.002
H 4.6152 2.0011 -2.4217 -0.005
O -0.4532 0.9600 -1.2525 0.009
N -1.7826 0.6514 -0.7749 0.000
C -2.2450 1.7615 -0.2558 -0.007
C -3.6741 2.1648 -0.2616 0.002
N -4.6902 1.4531 0.5173 0.001
C -1.4485 2.8579 0.2295 0.031
N 0.1107 3.4844 2.1436 0.001
Cl -1.3107 -3.8793 -2.3662 0.014
Ge -1.0024 -1.8437 -1.9246 0.051
Cl -2.0386 -0.8424 -3.4745 0.010
Cl 1.2439 -1.4542 -2.3703 0.032
```

## Properties
spin multiplicity	2
lowest unoccupied orbital energy (spin up / spin down)	-7.54 / -8.62	eV
charge	+2